Entry 1:
C53H37N7O5V | ωB97M-V/def2-TZVPD

Computed properties:
Kohn-Sham gap (alpha / beta), eV: 3.919 / 4.996
Energy relative to the best compared isomer or geometry (same formula, charge and spin), kJ/mol: 181.93
⟨S²⟩: 3.97
LUMO (alpha / beta), hartree: 0.1543 / 0.1542
Charge: -2
Multiplicity: 4
Calculated total energy, Eh: -3745.590711

Structure (XYZ):
```
103
Properties=species:S:1:pos:R:3:lowdin_spin:R:1
V 0.0621 0.0069 0.2477 1.927
C 7.2845 -1.4080 1.2221 -0.009
C 6.5105 -2.3865 1.8285 0.001
C 5.1300 -2.2556 1.8875 -0.008
C 4.4878 -1.1453 1.3343 -0.008
C 5.2836 -0.1553 0.7442 -0.008
C 6.6606 -0.2884 0.6850 0.001
C 3.0244 -0.9467 1.3501 -0.081
C 2.1390 -1.9257 0.8907 0.091
C 2.4608 -3.2772 0.5972 0.000
C 1.2791 -3.9574 0.4796 0.101
C 0.2172 -3.0112 0.6516 -0.006
N 0.7619 -1.7588 0.8419 -0.006
C -1.1475 -3.3140 0.5463 0.165
C -2.1298 -2.2954 0.3303 0.009
C -3.5189 -2.4676 0.2692 0.059
C -4.0640 -1.2505 -0.1603 0.018
C -2.9943 -0.3871 -0.3441 0.042
C -2.9357 1.0674 -0.7283 0.009
C -4.1392 1.7880 -1.3222 0.001
C -3.9819 3.1572 -1.5418 0.002
C -4.9829 3.9040 -2.1414 0.000
C -6.1682 3.2942 -2.5280 0.000
C -6.3269 1.9321 -2.3256 0.000
C -5.3176 1.1846 -1.7348 0.000
C -2.4962 1.7352 0.5307 0.054
N -1.2855 1.4482 1.0886 0.015
C -1.2591 2.1658 2.2686 0.006
C -0.0942 2.3117 3.0585 0.186
C -0.1278 3.2681 4.1925 0.024
C -0.5351 2.8670 5.4631 0.007
C -0.5610 3.7644 6.5222 0.000
C -0.1769 5.0843 6.3294 0.000
C 0.2272 5.4983 5.0672 0.000
C 0.2523 4.5980 4.0119 0.007
C 1.0833 1.6685 2.7423 -0.025
C 2.3444 1.9108 3.3811 0.072
C 3.2408 1.0419 2.8365 -0.038
C 2.5234 0.2365 1.9007 0.080
N 1.2147 0.6598 1.8128 0.034
C -2.4695 2.8480 2.4522 0.075
C -3.2610 2.5635 1.3374 0.020
N -1.8141 -0.9948 0.0100 0.015
C -1.5473 -4.7224 0.4975 0.021
C -1.0320 -5.6620 1.4092 0.026
C -1.2954 -7.0154 1.2902 0.000
C -2.1083 -7.4923 0.2677 0.034
C -2.6762 -6.5757 -0.6107 0.000
C -2.4105 -5.2224 -0.4931 0.026
H 8.3623 -1.5172 1.1702 -0.001
H 6.9875 -3.2603 2.2602 0.000
H 4.5437 -3.0132 2.3927 0.000
H 4.7932 0.6898 0.2833 0.001
H 7.2494 0.4785 0.1951 0.000
H 3.4580 -3.6794 0.5208 -0.003
H 1.1638 -5.0076 0.2671 0.006
H -4.0642 -3.3613 0.5307 0.003
H -5.1133 -1.0313 -0.2748 0.000
H -3.0578 3.6309 -1.2379 0.001
H -4.8360 4.9637 -2.3151 0.000
H -6.9522 3.8733 -3.0027 0.000
H -7.2383 1.4407 -2.6463 0.000
H -5.4371 0.1165 -1.6382 0.000
H -0.8288 1.8355 5.6154 0.000
H -0.8720 3.4322 7.5064 0.000
H -0.1885 5.7847 7.1567 0.000
H 0.5298 6.5274 4.9074 0.000
H 0.5698 4.9165 3.0265 0.000
H 2.5157 2.6455 4.1529 0.006
H 4.2828 0.9239 3.0892 -0.004
H -2.7186 3.4657 3.3016 0.005
H -4.2599 2.9126 1.1266 -0.001
H -0.4109 -5.3013 2.2190 0.000
H -0.8596 -7.7139 1.9968 -0.001
H -2.2856 -8.5549 0.1505 0.003
H -3.3161 -6.9288 -1.4133 -0.001
H -2.8399 -4.5245 -1.2001 0.001
O -2.8964 0.4548 -3.4663 0.001
C -1.8941 0.8509 -2.9224 0.001
O -1.8030 1.2524 -1.6502 0.008
C -0.5605 0.8759 -3.5638 0.001
C -0.3615 0.4467 -4.8688 0.000
C 0.9393 0.1982 -5.2759 0.000
C 1.9713 0.3429 -4.3604 0.000
C 1.6629 0.8056 -3.0852 0.001
N 0.4345 1.1105 -2.7204 0.005
C 2.6746 0.9138 -1.9486 0.001
O 3.8465 1.1810 -2.2552 0.001
O 2.1842 0.7656 -0.7943 0.011
H -1.2195 0.2963 -5.5101 0.000
H 1.1421 -0.1415 -6.2849 0.000
H 2.9977 0.1013 -4.6005 0.000
C 0.0361 -4.7660 -3.6177 0.000
N 0.4715 -3.5552 -2.9701 0.001
C -0.3404 -2.5906 -2.4295 0.002
N -1.6746 -2.7103 -2.6842 0.002
O 0.1492 -1.6761 -1.7851 0.005
H 0.8956 -5.2261 -4.1027 0.000
H -0.7017 -4.5326 -4.3892 0.000
H -0.3970 -5.4929 -2.9191 0.000
H 1.4114 -3.5029 -2.6121 0.000
H -2.0705 -3.6030 -2.9113 0.000
H -2.2785 -2.0520 -2.2088 0.000
```

Entry 2:
C53H38Br2N4OW | ωB97M-V/def2-TZVPD

Computed properties:
Kohn-Sham gap (alpha / beta), eV: 5.515 / 5.662
Energy relative to the best compared isomer or geometry (same formula, charge and spin), kJ/mol: 0.00
⟨S²⟩: 2.05
LUMO (alpha / beta), hartree: -0.2520 / -0.2496
Charge: +2
Multiplicity: 3
Calculated total energy, Eh: -7551.445793

Structure (XYZ):
```
99
Properties=species:S:1:pos:R:3:lowdin_spin:R:1
W -0.0135 0.3554 -0.1614 1.618
C 1.3886 7.8104 -2.0296 0.000
C 0.9770 6.9533 -3.0409 0.000
C 0.7322 5.6166 -2.7615 0.001
C 0.9026 5.1307 -1.4677 0.002
C 1.3203 5.9927 -0.4578 0.001
C 1.5583 7.3297 -0.7390 0.000
C 0.6369 3.6914 -1.1800 0.016
C 1.7184 2.8560 -0.8981 0.001
C 3.0690 3.2837 -0.8465 0.013
C 3.8265 2.2114 -0.4936 -0.007
C 2.9580 1.0984 -0.3512 0.022
C 3.3911 -0.1929 -0.0673 -0.025
C 4.8265 -0.3778 0.2898 -0.003
C 5.3158 0.1456 1.4853 -0.002
C 6.6482 -0.0239 1.8305 0.000
C 7.5049 -0.7044 0.9763 -0.001
C 7.0268 -1.2147 -0.2226 0.000
C 5.6919 -1.0567 -0.5646 -0.002
C 2.5832 -1.3228 -0.1645 0.022
N 1.2483 -1.3103 -0.5226 0.024
C 0.8764 -2.6248 -0.6393 0.020
C -0.4006 -3.0666 -0.9868 -0.020
C -0.5815 -4.5262 -1.2276 -0.002
C 0.0487 -5.1194 -2.3185 -0.001
C -0.1042 -6.4765 -2.5592 0.000
C -0.8780 -7.2523 -1.7071 -0.001
C -1.5021 -6.6675 -0.6140 0.000
C -1.3577 -5.3087 -0.3769 -0.002
C -1.4844 -2.2209 -1.1176 0.023
C -2.7993 -2.6542 -1.4335 -0.014
C -3.6193 -1.5728 -1.4009 0.014
C -2.8224 -0.4356 -1.1110 -0.004
N -1.4968 -0.8263 -0.9140 0.018
C -3.3035 0.8685 -1.1369 0.032
C -2.4721 1.9716 -1.1134 0.003
C -2.9091 3.3180 -1.2966 0.005
C -1.8052 4.0954 -1.3643 -0.004
C -0.6673 3.2492 -1.1864 0.011
N -1.0865 1.9341 -0.9891 0.035
C -4.7723 1.0725 -1.3024 0.004
C -5.6341 0.8113 -0.2404 0.002
C -7.0013 0.9953 -0.3900 0.000
C -7.5145 1.4339 -1.6025 0.001
C -6.6594 1.6893 -2.6655 0.000
C -5.2917 1.5110 -2.5170 0.002
C 1.9772 -3.4745 -0.3222 0.014
C 3.0237 -2.6716 -0.0013 0.014
N 1.6432 1.5065 -0.6027 0.017
H 1.5784 8.8526 -2.2480 0.000
H 0.8490 7.3235 -4.0492 0.000
H 0.4166 4.9438 -3.5502 0.000
H 1.4471 5.6194 0.5521 0.000
H 1.8754 7.9984 0.0501 0.000
H 3.4007 4.2849 -1.0658 0.001
H 4.8960 2.1699 -0.3737 0.000
H 4.6502 0.6911 2.1448 0.000
H 7.0194 0.3808 2.7626 0.000
H 8.5459 -0.8310 1.2412 0.000
H 7.6961 -1.7316 -0.8971 0.000
H 5.3228 -1.4422 -1.5074 0.000
H 0.6502 -4.5138 -2.9861 0.000
H 0.3796 -6.9279 -3.4149 0.000
H -0.9951 -8.3109 -1.8958 0.000
H -2.1015 -7.2709 0.0548 0.000
H -1.8373 -4.8517 0.4801 0.000
H -3.0620 -3.6730 -1.6647 -0.001
H -4.6771 -1.5358 -1.6034 0.001
H -3.9397 3.6182 -1.3878 0.001
H -1.7516 5.1606 -1.5166 0.000
H -5.2325 0.4706 0.7069 0.000
H -7.6649 0.7966 0.4411 0.000
H -8.5805 1.5753 -1.7193 0.000
H -7.0574 2.0249 -3.6138 0.000
H -4.6242 1.7040 -3.3489 0.000
H 1.9457 -4.5514 -0.3344 0.001
H 4.0167 -2.9659 0.2935 0.001
Br -2.5802 1.1959 2.3731 0.027
C -1.7024 2.7088 3.1919 0.001
Br -0.0737 3.1890 2.2782 0.018
H -1.4589 2.4423 4.2112 0.000
H -2.3788 3.5513 3.1416 0.000
C 1.9106 -0.3083 3.5562 0.004
C 0.7661 -0.7984 2.7376 0.032
O 0.4874 -0.1337 1.7096 0.029
C 0.0025 -1.9759 3.0879 0.002
C -1.2012 -2.2631 2.4295 0.010
C -1.9421 -3.3674 2.7926 -0.001
C -1.4767 -4.2147 3.7948 0.013
C -0.2752 -3.9505 4.4418 -0.001
C 0.4562 -2.8297 4.1026 0.010
H 2.1518 0.7138 3.2752 0.000
H 2.7808 -0.9415 3.3521 0.002
H 1.6977 -0.3685 4.6217 0.001
H -1.5689 -1.5978 1.6599 0.001
H -2.8878 -3.5691 2.3065 0.000
H -2.0578 -5.0827 4.0775 0.001
H 0.0812 -4.6138 5.2176 0.000
H 1.3864 -2.6248 4.6151 0.001
```

Entry 3:
C53H40BCoN10O3 | ωB97M-V/def2-TZVPD

Computed properties:
Kohn-Sham gap (alpha / beta), eV: 4.449 / 4.853
Energy relative to the best compared isomer or geometry (same formula, charge and spin), kJ/mol: 25.83
⟨S²⟩: 0.84
LUMO (alpha / beta), hartree: 0.0704 / 0.0585
Charge: -1
Multiplicity: 2
Calculated total energy, Eh: -4224.910049

Structure (XYZ):
```
108
Properties=species:S:1:pos:R:3:lowdin_spin:R:1
Co 0.0513 -0.6050 0.2525 0.023
C 3.4675 3.3919 4.0124 0.025
C 3.9411 3.8889 2.7832 0.021
C 3.4052 3.4495 1.5905 0.011
C 2.3900 2.4953 1.6384 0.045
C 1.6724 1.8046 0.6125 0.098
N 1.7710 2.0974 -0.6896 0.062
C 1.2396 1.3222 -1.5909 0.014
C 1.2043 1.6711 -3.0014 -0.001
C 1.5744 2.8135 -3.6940 0.000
C 1.3983 2.8255 -5.0675 0.001
C 0.8681 1.7163 -5.7339 -0.002
C 0.5169 0.5687 -5.0425 0.002
C 0.6861 0.5558 -3.6659 -0.003
C 0.4130 -0.4367 -2.6389 0.025
N -0.0190 -1.6333 -2.9091 0.048
C -0.4603 -2.4480 -1.9477 0.111
N -0.6674 -2.1244 -0.6331 -0.007
C -1.3318 -3.1662 -0.0436 0.080
N -1.8220 -3.2131 1.1945 0.057
C -1.5931 -2.2517 2.0533 -0.023
N -0.7792 -1.1627 1.8863 0.072
C -0.7004 -0.5165 3.0965 -0.026
N 0.1155 0.4476 3.4391 0.061
C 0.9082 1.0320 2.5420 0.077
N 0.8101 0.9055 1.1751 -0.003
C 1.9103 1.9995 2.8685 0.048
C 2.4539 2.4581 4.0690 0.008
C -1.5972 -1.1437 4.0429 -0.017
C -1.9284 -0.8467 5.3598 -0.004
C -2.8433 -1.6656 5.9990 -0.008
C -3.4032 -2.7707 5.3431 -0.009
C -3.0576 -3.0806 4.0392 -0.003
C -2.1565 -2.2483 3.3856 -0.018
C -1.5173 -4.2231 -0.9955 0.049
C -2.1187 -5.4778 -0.9145 0.007
C -2.0952 -6.2829 -2.0360 0.027
C -1.5103 -5.8390 -3.2359 0.020
C -0.9494 -4.5820 -3.3366 0.014
C -0.9480 -3.7720 -2.2016 0.045
N 0.7370 0.0614 -1.4031 0.066
H 3.9255 3.7478 4.9279 0.001
H 4.7424 4.6178 2.7805 0.001
H 3.7592 3.8185 0.6358 0.000
H 1.9886 3.6628 -3.1656 0.000
H 1.6742 3.7037 -5.6386 0.000
H 0.7453 1.7595 -6.8091 0.000
H 0.1120 -0.2953 -5.5540 0.000
H 2.0959 2.0679 5.0139 0.000
H -1.4701 -0.0011 5.8577 0.000
H -3.1316 -1.4574 7.0225 0.000
H -4.1159 -3.3892 5.8758 0.000
H -3.4748 -3.9431 3.5341 0.000
H -2.5958 -5.8004 0.0025 0.000
H -2.5290 -7.2750 -1.9955 0.001
H -1.5171 -6.4945 -4.0989 0.001
H -0.5157 -4.2260 -4.2627 0.000
C 7.0006 -2.5298 5.1638 0.000
C 5.6928 -3.3040 4.9338 0.000
C 4.7935 -3.0654 6.1554 0.000
C 6.0234 -4.8002 4.8303 0.000
C 5.0018 -2.8402 3.6488 0.000
C 5.7445 -2.3839 2.5587 0.000
C 5.1581 -1.8903 1.3953 0.000
C 3.7841 -1.8561 1.3511 0.000
O 2.9429 -1.3511 0.4021 0.001
B 1.6466 -1.5084 0.8977 0.001
O 1.7061 -2.1915 2.1187 0.001
C 3.0290 -2.3593 2.4054 0.000
C 3.6069 -2.8596 3.5506 0.000
H 7.3926 -2.7520 6.1582 0.000
H 6.8269 -1.4554 5.0885 0.000
H 7.7654 -2.8114 4.4397 0.000
H 5.3699 -3.2092 7.0714 0.000
H 3.9489 -3.7546 6.1849 0.000
H 4.4035 -2.0464 6.1489 0.000
H 6.5340 -5.1378 5.7364 0.000
H 6.6748 -4.9835 3.9741 0.000
H 5.1138 -5.3887 4.6992 0.000
H 6.8249 -2.3975 2.6068 0.000
H 5.7608 -1.5383 0.5688 0.000
H 2.9758 -3.2415 4.3412 0.000
C -3.9839 2.3316 3.2033 0.000
N -4.1398 1.7452 1.8796 0.000
N -3.0398 1.9282 1.0421 0.000
C -2.7673 0.7296 0.3640 0.000
O -1.8307 0.6069 -0.4158 0.000
C -3.7855 -0.1901 0.7969 0.000
C -4.5248 0.4268 1.7451 0.000
C -5.6170 -0.1292 2.5860 0.000
C -2.7959 3.1997 0.4789 0.000
C -3.7939 4.1727 0.4685 0.000
C -3.5699 5.3830 -0.1683 0.000
C -2.3623 5.6296 -0.8035 0.000
C -1.3664 4.6641 -0.7749 0.000
C -1.5675 3.4561 -0.1281 0.000
H -3.6676 3.3668 3.0958 0.000
H -3.2345 1.7914 3.7921 0.000
H -4.9432 2.2982 3.7161 0.000
H -3.8984 -1.1918 0.4201 0.000
H -5.9290 -1.0871 2.1778 0.000
H -6.4691 0.5520 2.6114 0.000
H -5.2678 -0.2928 3.6087 0.000
H -4.7511 3.9701 0.9299 0.000
H -4.3553 6.1285 -0.1844 0.000
H -2.2002 6.5697 -1.3153 0.000
H -0.4177 4.8463 -1.2633 0.000
H -0.7914 2.7059 -0.1090 0.000
```

Entry 4:
C53H40BrClN9O7PSTi | ωB97M-V/def2-TZVPD

Computed properties:
Kohn-Sham gap (alpha / beta), eV: 4.568 / 6.204
Energy relative to the best compared isomer or geometry (same formula, charge and spin), kJ/mol: 54.40
⟨S²⟩: 0.77
LUMO (alpha / beta), hartree: 0.0589 / 0.0591
Charge: -1
Multiplicity: 2
Calculated total energy, Eh: -7686.631988

Structure (XYZ):
```
114
Properties=species:S:1:pos:R:3:lowdin_spin:R:1
Ti -0.3826 -0.0523 0.0026 0.085
N -1.2111 -3.2183 3.5742 0.009
C -1.3721 -1.9474 3.0216 0.024
S -3.0126 -1.4441 2.8240 0.013
N -0.2305 -1.3533 2.8301 0.030
N -0.1029 -0.2031 2.0797 0.222
C 0.8299 0.6280 2.5399 0.077
C 1.5291 0.4052 3.8333 0.008
C 1.3670 1.2855 4.8957 0.005
C 2.0603 1.0954 6.0861 0.000
C 2.9217 0.0186 6.2212 0.003
C 3.0843 -0.8706 5.1627 0.000
C 2.3890 -0.6833 3.9806 0.005
C 1.2655 1.6578 1.6847 0.119
C 2.1929 2.6670 2.0640 0.022
C 2.5669 3.6242 1.1723 0.071
C 2.0203 3.6115 -0.1377 0.079
C 1.1543 2.6113 -0.4654 0.025
N 0.7955 1.6247 0.3849 0.124
H -1.9832 -3.5117 4.1480 0.001
H -0.2868 -3.3747 3.9516 0.001
H 0.6829 2.1204 4.7920 0.001
H 1.9169 1.7865 6.9077 0.000
H 3.4614 -0.1333 7.1482 0.000
H 3.7567 -1.7147 5.2606 0.000
H 2.5011 -1.3757 3.1557 0.001
H 2.5945 2.6548 3.0671 -0.001
H 3.2705 4.3942 1.4648 0.004
H 2.2673 4.3700 -0.8659 0.005
H 0.7043 2.5656 -1.4465 0.000
O 0.4750 1.0018 -6.3267 0.000
C -0.6309 1.7240 -6.3120 0.000
O -1.0702 2.2328 -7.3166 0.000
C -1.3335 1.8772 -5.0007 0.000
C -2.5113 2.5757 -4.8370 0.000
Cl -3.4938 3.3589 -5.9865 0.000
N -2.8807 2.4846 -3.5373 0.000
N -2.0114 1.7389 -2.8393 0.000
C -1.0720 1.3766 -3.6863 0.000
C 0.0799 0.5579 -3.1625 0.000
O 0.9551 0.2174 -3.9670 0.000
O 0.1011 0.2281 -1.9343 0.000
C -3.9527 3.1267 -2.8383 0.000
C -4.2640 4.4538 -3.0789 0.000
C -5.2657 5.0557 -2.3312 0.000
C -5.9278 4.3455 -1.3408 0.000
C -5.5840 3.0233 -1.0941 0.000
C -4.5967 2.4115 -1.8464 0.000
H 0.7071 0.6576 -5.4058 0.000
H -3.7169 5.0198 -3.8186 0.000
H -5.5090 6.0952 -2.5099 0.000
H -6.6920 4.8284 -0.7455 0.000
H -6.0667 2.4710 -0.2973 0.000
H -4.2748 1.4061 -1.6339 0.000
N 0.9860 -1.3225 0.0850 0.019
P 2.1628 -2.2165 -0.3342 0.009
C 3.6969 -1.6532 0.4638 0.002
C 4.5944 -2.4801 1.1302 0.001
C 5.6608 -1.9337 1.8347 0.001
C 5.8370 -0.5590 1.8772 0.000
C 4.9428 0.2750 1.2172 0.001
C 3.8744 -0.2682 0.5231 0.001
C 2.5294 -2.3019 -2.1139 0.002
C 3.4915 -1.4930 -2.7091 0.001
C 3.6731 -1.5128 -4.0850 0.000
C 2.8905 -2.3361 -4.8780 0.001
C 1.9221 -3.1426 -4.2936 0.000
C 1.7434 -3.1250 -2.9200 0.001
C 1.9098 -3.9494 0.1276 0.001
C 0.7780 -4.2408 0.8808 0.001
C 0.5141 -5.5527 1.2551 0.000
C 1.3766 -6.5705 0.8756 0.000
C 2.5069 -6.2834 0.1167 0.000
C 2.7708 -4.9759 -0.2591 0.000
H 4.4530 -3.5532 1.1300 0.000
H 6.3434 -2.5856 2.3660 0.000
H 6.6587 -0.1354 2.4415 0.000
H 5.0553 1.3508 1.2661 0.001
H 3.1442 0.3835 0.0556 0.000
H 4.1033 -0.8399 -2.0996 0.000
H 4.4167 -0.8698 -4.5385 0.000
H 3.0258 -2.3429 -5.9523 0.000
H 1.3038 -3.7830 -4.9108 0.000
H 0.9842 -3.7531 -2.4664 0.000
H 0.1268 -3.4318 1.1861 0.001
H -0.3647 -5.7651 1.8504 0.000
H 1.1711 -7.5931 1.1687 0.000
H 3.1771 -7.0790 -0.1848 0.000
H 3.6346 -4.7570 -0.8779 0.000
O -1.6447 -1.4631 -0.4964 0.000
N -2.7261 -1.3799 -1.2516 0.000
C -3.9273 -1.3048 -0.6655 0.001
C -5.0595 -1.2761 -1.4583 0.000
C -4.9405 -1.3065 -2.8359 0.000
C -3.6774 -1.3849 -3.4039 0.000
C -2.5728 -1.4307 -2.5843 0.000
H -3.8808 -1.2804 0.4204 0.001
H -6.0236 -1.2164 -0.9737 0.000
H -5.8198 -1.2671 -3.4648 0.000
H -3.5320 -1.4089 -4.4744 0.000
H -1.5505 -1.5162 -2.9202 0.000
Br -2.3605 1.1162 5.8675 0.000
C -2.2868 2.3282 4.4130 0.000
C -2.2919 3.6899 4.6619 0.000
N -2.2269 4.5990 3.6893 -0.001
C -2.1363 4.1509 2.4389 0.001
C -2.1240 2.8003 2.1019 0.000
C -2.2125 1.8579 3.1148 0.003
C -1.9403 2.4127 0.6586 0.002
O -1.8095 3.2916 -0.1742 0.001
O -1.9097 1.1329 0.4001 0.016
H -2.3526 4.0593 5.6797 0.000
H -2.0615 4.8886 1.6500 0.000
H -2.2417 0.7974 2.8872 0.001
```